Molecular formula: C22H24N2O3
Method: DFT, wB97M-V/def2-TZVPD

Output
Energy = -32327.314 eV
Total charge = 0
Structure (SMILES) = CCCCC(=O)N[C@H](c1ccccc1OC)c1ccc2cccnc2c1O
Kohn-Sham gap = 8.4 eV

Each line ends with the Mulliken charge.
Atoms and positions in Å:
C  -5.14206  -2.37343  -1.53624  -1.31
C  -3.89139  -2.97575  -0.90757  -0.42
C  -3.09416  -1.93213  -0.12898  -0.22
C  -1.83665  -2.52741  0.50952  -1.12
C  -1.07908  -1.44056  1.25582  0.40
O  -1.12521  -1.30083  2.46004  -0.70
N  -0.37717  -0.62957  0.43947  0.20
C  0.34063  0.53629  0.91280  -0.03
C  -0.12004  1.75824  0.14125  0.15
C  0.71771  2.50350  -0.66730  -0.16
C  0.24360  3.59994  -1.37108  -1.06
C  -1.08624  3.95509  -1.26705  -0.71
C  -1.94411  3.22664  -0.45927  -0.55
C  -1.47244  2.12948  0.25030  0.24
O  -2.23318  1.36011  1.07245  -0.18
C  -3.58082  1.69789  1.27754  -1.19
C  1.83446  0.32595  0.84949  -0.58
C  2.63968  0.76125  1.91722  -0.40
C  3.99816  0.60534  1.92339  -1.43
C  4.63952  -0.01311  0.83407  1.35
C  6.02972  -0.22794  0.73542  -0.71
C  6.53898  -0.83908  -0.37924  -0.52
C  5.65754  -1.23573  -1.39945  -0.40
N  4.36640  -1.05593  -1.34596  -0.64
C  3.84734  -0.45799  -0.25246  0.54
C  2.43799  -0.28052  -0.23486  0.87
O  1.74589  -0.71932  -1.31326  -0.61
H  -5.79336  -1.96115  -0.76857  0.32
H  -5.69703  -3.12931  -2.08705  0.40
H  -4.87600  -1.57386  -2.22469  0.33
H  -3.26063  -3.40235  -1.69122  0.35
H  -4.17779  -3.78710  -0.23506  0.32
H  -2.81090  -1.11758  -0.80032  0.27
H  -3.72090  -1.50864  0.65817  0.22
H  -1.19843  -2.96793  -0.25913  0.33
H  -2.11782  -3.30342  1.22231  0.42
H  -0.31984  -0.81874  -0.54831  0.31
H  0.03636  0.64755  1.96182  0.50
H  1.75886  2.23095  -0.74763  0.43
H  0.91366  4.16974  -1.99639  0.41
H  -1.46789  4.80537  -1.81269  0.38
H  -2.97899  3.52273  -0.38848  0.45
H  -3.95172  0.97394  2.00138  0.29
H  -3.68744  2.70684  1.68927  0.43
H  -4.16275  1.61853  0.35278  0.40
H  2.15004  1.23248  2.75624  0.51
H  4.59161  0.94768  2.75783  0.37
H  6.67340  0.09359  1.54219  0.42
H  7.59731  -1.01909  -0.48720  0.38
H  6.03133  -1.71878  -2.29328  0.45
H  2.41383  -1.09188  -1.91803  0.47